Here is 2 unconnected molecules or ions with the total composition C3H7O2S at a distorted geometry from OMol25. Energies are from wB97M-V/def2-TZVPD.

ORCA input file:
```
! RIJCOSX wB97M-V def2-TZVPD def2/J DEFGRID3
* xyz -1 1
C -0.72 -0.52 1.12
C -0.90 0.31 -0.18
S -2.59 0.19 -0.85
H -0.94 -1.55 0.86
H -1.44 -0.16 1.87
H 0.30 -0.39 1.45
H -0.79 1.36 0.08
H -0.17 -0.12 -0.85
H -2.27 0.65 -2.09
O 2.06 0.96 0.46
C 2.38 0.09 -0.35
O 1.93 -0.16 -1.50
H 3.15 -0.67 -0.01
*
```

Its maximum force is 0.0297 Eh/bohr. The calculation puts the HOMO energy at -4.19 eV. The value obtained for the calculated total energy is -18156.0808 eV. The molecular weight is 107.154 g/mol.



Here is 2 unconnected molecules or ions with the total composition C3H7O2S at a distorted geometry from OMol25. Energies are from wB97M-V/def2-TZVPD.

ORCA input file:
```
! RIJCOSX wB97M-V def2-TZVPD def2/J DEFGRID3
* xyz -1 1
C 1.03 1.11 -1.28
C 1.04 0.92 0.23
S 1.71 -0.69 0.77
H 0.74 0.13 -1.62
H 2.01 1.40 -1.63
H 0.43 1.95 -1.52
H 1.46 1.90 0.61
H -0.09 0.92 0.46
H 0.27 -1.49 0.67
O -3.34 -1.89 1.14
C -2.15 -1.56 0.78
O -1.04 -2.27 0.57
H -2.07 -0.42 0.81
*
```

Its maximum force is 0.0725 Eh/bohr. The calculation puts the HOMO energy at -4.65 eV. The value obtained for the calculated total energy is -18155.2968 eV. The molecular weight is 107.154 g/mol.



Here is 2 unconnected molecules or ions with the total composition C3H7O2Si at a distorted geometry from OMol25. Energies are from wB97M-V/def2-TZVPD.

ORCA input file:
```
! RIJCOSX wB97M-V def2-TZVPD def2/J DEFGRID3
* xyz -1 1
C -3.09 0.38 -0.06
C 0.65 -0.83 0.29
C 2.05 -0.25 0.28
O -1.97 0.69 -0.53
O -3.58 -0.67 0.36
Si 1.84 1.58 -0.26
H 0.07 -0.26 0.95
H 0.07 -0.42 -0.60
H 0.54 -1.84 0.46
H 2.79 -0.73 -0.39
H 2.40 -0.43 1.31
H -3.89 1.35 -0.02
H 2.11 1.43 -1.79
*
```

Its maximum force is 0.0838 Eh/bohr. The calculation puts the HOMO energy at -3.92 eV. The value obtained for the calculated total energy is -15195.6766 eV. The molecular weight is 103.173 g/mol.



Here is 2 unconnected molecules or ions with the total composition C3H7O3 at a distorted geometry from OMol25. Energies are from wB97M-V/def2-TZVPD.

ORCA input file:
```
! RIJCOSX wB97M-V def2-TZVPD def2/J DEFGRID3
* xyz -1 1
C 0.61 0.13 -2.02
O 1.03 -1.18 -1.45
H 0.36 -1.25 -0.48
H -0.17 0.02 -2.75
H 1.59 0.35 -2.30
H 0.15 0.96 -1.42
C -0.20 0.67 1.50
C -0.99 -0.66 1.31
O -0.54 -1.58 0.55
O -2.17 -0.70 1.94
H 0.93 0.72 1.73
H -0.13 1.05 2.60
H -0.47 1.47 0.77
*
```

Its maximum force is 0.0997 Eh/bohr. The calculation puts the HOMO energy at -4.63 eV. The value obtained for the calculated total energy is -9366.3223 eV. The molecular weight is 91.086 g/mol.



Here is 2 unconnected molecules or ions with the total composition C3H7O3 at a distorted geometry from OMol25. Energies are from wB97M-V/def2-TZVPD.

ORCA input file:
```
! RIJCOSX wB97M-V def2-TZVPD def2/J DEFGRID3
* xyz -1 1
C 0.49 2.35 0.26
O 1.60 1.97 -0.65
H 1.51 0.91 -0.96
H -0.15 2.67 -0.56
H 0.83 3.23 1.02
H 0.33 1.52 0.86
C -1.00 -2.50 0.23
C -0.20 -0.92 -0.18
O -0.42 -0.48 -1.28
O 0.44 -0.52 0.74
H -1.10 -2.63 1.24
H -0.41 -3.25 -0.28
H -1.91 -2.34 -0.45
*
```

Its maximum force is 0.1226 Eh/bohr. The calculation puts the HOMO energy at -3.77 eV. The value obtained for the calculated total energy is -9366.3865 eV. The molecular weight is 91.086 g/mol.



Here is 2 unconnected molecules or ions with the total composition C3H7O3 at a distorted geometry from OMol25. Energies are from wB97M-V/def2-TZVPD.

ORCA input file:
```
! RIJCOSX wB97M-V def2-TZVPD def2/J DEFGRID3
* xyz -1 1
C 1.58 0.92 1.05
C 0.93 1.16 -0.33
O 0.01 2.01 -0.34
O 1.38 0.46 -1.27
H 2.22 0.02 1.07
H 0.82 0.79 1.84
H 2.23 1.72 1.39
C -1.38 -1.29 -0.88
O -2.10 -1.41 0.35
H -2.17 -0.51 0.70
H -0.30 -1.16 -0.72
H -1.47 -2.24 -1.39
H -1.76 -0.46 -1.46
*
```

Its maximum force is 0.0225 Eh/bohr. The calculation puts the HOMO energy at -4.11 eV. The value obtained for the calculated total energy is -9368.1261 eV. The molecular weight is 91.086 g/mol.



Here is 2 unconnected molecules or ions with the total composition C3H7O3 at a distorted geometry from OMol25. Energies are from wB97M-V/def2-TZVPD.

ORCA input file:
```
! RIJCOSX wB97M-V def2-TZVPD def2/J DEFGRID3
* xyz -1 1
O -0.85 -1.57 0.92
C -0.74 -0.93 -0.15
O -1.64 -0.67 -0.98
C 0.70 -0.50 -0.54
C 0.72 0.70 -1.51
H 1.12 -1.38 -1.04
H 1.33 -0.35 0.35
H 0.14 0.26 -2.32
H 1.72 0.96 -1.86
H 0.12 1.56 -1.22
H -0.50 0.22 2.22
H -1.44 1.14 3.02
O -0.69 0.55 3.12
*
```

Its maximum force is 0.0268 Eh/bohr. The calculation puts the HOMO energy at -4.18 eV. The value obtained for the calculated total energy is -9368.6763 eV. The molecular weight is 91.086 g/mol.



Here is a single C3H7O3PS molecule at a distorted geometry from OMol25. Energies are from wB97M-V/def2-TZVPD.

ORCA input file:
```
! RIJCOSX wB97M-V def2-TZVPD def2/J DEFGRID3
* xyz 0 1
C 1.41 -1.36 0.36
C 1.38 -0.04 0.54
C 1.09 0.93 -0.59
O -0.25 0.57 -0.95
P -1.31 0.32 0.24
O -0.90 0.55 1.62
O -2.60 1.15 -0.29
S -1.94 -1.61 -0.18
H 1.38 -1.93 -0.51
H 1.51 -2.10 1.09
H 1.66 0.26 1.48
H 1.28 1.84 -0.11
H 1.85 0.71 -1.30
H -2.69 2.02 0.09
H -1.87 -1.31 -1.49
*
```

Its maximum force is 0.0747 Eh/bohr. The calculation puts the HOMO energy at -9.35 eV. The value obtained for the calculated total energy is -29491.6599 eV. The molecular weight is 154.127 g/mol.



Here is 2 unconnected molecules or ions with the total composition C3H7O4S at a distorted geometry from OMol25. Energies are from wB97M-V/def2-TZVPD.

ORCA input file:
```
! RIJCOSX wB97M-V def2-TZVPD def2/J DEFGRID3
* xyz -1 1
C -0.87 -1.65 0.13
C 0.16 1.45 -0.62
C 0.75 0.49 0.29
O 2.48 -1.37 -0.97
O 3.03 0.96 -0.74
O 2.97 -0.48 1.24
O 0.91 0.82 1.62
S 2.40 -0.20 -0.13
H -1.02 -2.14 1.06
H -1.89 -1.54 -0.20
H -0.02 -1.88 -0.52
H 0.27 1.03 -1.58
H 0.60 2.41 -0.43
H -0.84 1.55 -0.42
H 1.67 0.13 1.70
*
```

Its maximum force is 0.0574 Eh/bohr. The calculation puts the HOMO energy (spin up / spin down) at -4.72 / -3.56 eV. The value obtained for the calculated total energy is -22247.5758 eV. The molecular weight is 139.152 g/mol.



Here is a molecular structure, C3H7OPS at a distorted geometry from OMol25. Energies are from wB97M-V/def2-TZVPD.

ORCA input file:
```
! RIJCOSX wB97M-V def2-TZVPD def2/J DEFGRID3
* xyz 0 1
C 1.17 -0.57 -0.39
C -0.17 0.20 -0.16
C -1.15 -0.22 0.79
O 1.81 -0.27 -1.61
P 1.28 0.68 -2.87
S -0.74 0.70 -2.45
H 1.84 -0.37 0.54
H 0.95 -1.69 -0.48
H 0.13 1.30 0.05
H -1.86 0.51 0.88
H -0.81 -0.58 1.76
H -1.61 -1.19 0.35
H 1.63 1.84 -2.29
*
```

Its maximum force is 0.1241 Eh/bohr. The calculation puts the HOMO energy at -8.50 eV. The value obtained for the calculated total energy is -25394.0196 eV. The molecular weight is 122.129 g/mol.



Here is 2 unconnected molecules or ions with the total composition C3H7OS at a distorted geometry from OMol25. Energies are from wB97M-V/def2-TZVPD.

ORCA input file:
```
! RIJCOSX wB97M-V def2-TZVPD def2/J DEFGRID3
* xyz 0 2
C -2.48 0.84 0.00
S -2.38 1.28 1.77
H -3.24 0.11 -0.09
H -2.53 1.96 -0.34
H -1.54 0.43 -0.26
C 2.38 -1.37 0.22
C 1.47 -0.42 -0.03
O 0.99 -0.22 -1.35
H 2.91 -1.45 1.13
H 2.76 -2.16 -0.24
H 1.29 0.37 0.68
H 0.37 0.63 -1.49
*
```

Its maximum force is 0.0910 Eh/bohr. The calculation puts the HOMO energy (spin up / spin down) at -9.17 / -9.02 eV. The value obtained for the calculated total energy is -16103.5684 eV. The molecular weight is 91.155 g/mol.



Here is 2 unconnected molecules or ions with the total composition C3H7P from OMol25. Energies are from wB97M-V/def2-TZVPD.

ORCA input file:
```
! RIJCOSX wB97M-V def2-TZVPD def2/J DEFGRID3
* xyz 0 1
C 1.37 0.08 -0.05
C 2.86 0.05 -0.02
C -3.53 0.40 -0.08
P 0.42 1.44 0.02
H 0.90 -0.90 -0.12
H 3.27 1.05 0.07
H 3.24 -0.41 -0.94
H 3.21 -0.56 0.81
H -3.54 0.46 0.99
H -4.00 1.16 -0.66
H -3.13 -0.46 -0.57
*
```

Its maximum force is 0.0130 Eh/bohr. The calculation puts the HOMO energy (spin up / spin down) at -8.79 / -8.07 eV. The value obtained for the calculated total energy is -12509.0376 eV. The molecular weight is 74.063 g/mol.